Density functional theory data (ωB97M-V with the def2-TZVPD basis set) for a cluster of 8 separate species, C5H26N2O8 in total in a non-equilibrium geometry.

Cartesian coordinates (Å):
C  3.62  0.29  -1.01
N  2.28  0.77  -0.66
C  2.32  2.19  -0.28
C  1.46  -0.03  0.21
C  0.99  -1.30  -0.51
N  0.49  -2.34  0.17
C  0.70  -2.45  1.64
O  0.93  -1.34  -1.75
H  3.44  -0.64  -1.56
H  4.21  -0.09  -0.17
H  4.03  1.06  -1.66
H  1.62  2.49  0.51
H  1.96  2.65  -1.21
H  3.27  2.60  0.04
H  1.85  -0.13  1.23
H  0.54  0.56  0.33
H  0.38  -3.18  -0.36
H  0.95  -3.50  1.79
H  -0.26  -2.32  2.14
H  1.37  -1.70  2.02
H  -1.76  -0.43  1.16
H  -3.08  -0.38  1.91
O  -2.35  0.17  1.62
H  0.51  0.56  -2.14
H  -0.89  0.94  -2.85
O  -0.39  0.88  -2.02
H  -1.32  -2.11  -1.92
H  -1.49  -0.77  -1.55
O  -1.94  -1.60  -1.37
H  -1.54  3.59  1.36
H  -1.01  2.52  0.45
O  -0.79  2.99  1.25
H  -2.23  1.51  -0.93
H  -1.54  2.67  -1.58
O  -2.30  2.47  -1.03
H  -0.26  0.65  3.09
H  0.21  1.65  2.07
O  0.50  0.85  2.53
H  -3.39  -1.67  0.12
H  -2.64  -2.91  0.48
O  -3.29  -2.31  0.83

Its energy relative to the best compared isomer or geometry (same formula, charge and spin) is 1.130 eV. As for the charge: +1. As for the multiplicity: 2. The value obtained for the HOMO-LUMO gap (spin up / spin down) is 10.794 / 5.978 eV.